{
  "formula": "C29H52N4OP",
  "method": "wB97M-V/def2-TZVPD",
  "elements": ["C", "C", "C", "C", "C", "C", "C", "C", "C", "C", "C", "C", "C", "C", "C", "C", "C", "C", "C", "N", "N", "C", "C", "C", "C", "C", "C", "C", "C", "C", "P", "N", "O", "N", "C", "H", "H", "H", "H", "H", "H", "H", "H", "H", "H", "H", "H", "H", "H", "H", "H", "H", "H", "H", "H", "H", "H", "H", "H", "H", "H", "H", "H", "H", "H", "H", "H", "H", "H", "H", "H", "H", "H", "H", "H", "H", "H", "H", "H", "H", "H", "H", "H", "H", "H", "H", "H"],
  "xyz": [[0.546, 1.455, 3.090], [0.279, 2.979, 3.587], [-0.429, 3.840, 2.428], [-2.055, 3.773, 2.572], [-2.652, 2.615, 1.595], [-4.232, 2.412, 1.773], [-4.677, 1.775, 3.182], [-4.186, 0.258, 3.405], [-5.175, -0.843, 2.729], [-4.880, -1.010, 1.146], [-4.791, -2.571, 0.680], [-3.219, -2.855, 0.420], [-2.911, -4.274, -0.256], [-1.399, -4.482, -0.755], [-0.278, -3.697, 0.084], [0.451, -2.545, -0.801], [-0.123, -1.069, -0.513], [-0.371, -0.342, -1.943], [1.050, 0.125, -2.509], [2.369, -0.276, -2.079], [3.328, 0.392, -2.795], [4.821, 0.246, -2.583], [4.983, -0.714, -1.300], [5.254, -2.218, -1.577], [5.367, -3.154, -0.332], [5.204, -2.618, 1.114], [4.953, -1.090, 1.331], [4.828, -0.100, 0.121], [4.522, 1.456, 0.357], [2.635, 1.251, -3.735], [3.406, 2.458, -4.981], [4.435, 1.631, -6.145], [4.484, 3.422, -4.014], [1.198, 1.101, -3.582], [0.106, 1.796, -4.361], [1.190, 0.943, 3.899], [1.052, 1.420, 2.055], [-0.450, 0.878, 3.014], [-0.422, 2.922, 4.494], [1.270, 3.419, 3.962], [-0.146, 3.387, 1.400], [-0.073, 4.934, 2.431], [-2.425, 4.811, 2.228], [-2.381, 3.588, 3.651], [-2.042, 1.650, 1.643], [-2.498, 3.034, 0.525], [-4.770, 3.421, 1.644], [-4.626, 1.708, 0.946], [-4.347, 2.428, 4.074], [-5.835, 1.801, 3.201], [-4.222, 0.059, 4.532], [-3.101, 0.120, 3.049], [-5.012, -1.849, 3.262], [-6.257, -0.473, 2.899], [-5.638, -0.411, 0.540], [-3.853, -0.514, 0.960], [-5.432, -2.670, -0.259], [-5.150, -3.293, 1.491], [-2.854, -2.041, -0.292], [-2.719, -2.846, 1.450], [-3.270, -5.112, 0.434], [-3.584, -4.335, -1.199], [-1.172, -5.611, -0.641], [-1.346, -4.286, -1.889], [0.556, -4.465, 0.313], [-0.616, -3.289, 1.092], [0.273, -2.824, -1.901], [1.587, -2.503, -0.630], [-1.031, -1.042, 0.176], [0.692, -0.437, 0.012], [-0.948, -0.980, -2.690], [-1.012, 0.592, -1.703], [5.300, 1.277, -2.379], [5.280, -0.249, -3.500], [5.357, -2.626, -2.644], [5.540, -4.274, -0.467], [5.284, -3.341, 1.988], [4.807, -0.621, 2.361], [4.913, 2.119, -0.501], [3.373, 1.561, 0.361], [4.901, 1.846, 1.358], [5.312, 2.198, -6.185], [4.020, 1.743, -7.085], [4.179, 3.275, -3.082], [-0.473, 2.519, -3.694], [-0.561, 0.961, -4.783], [0.536, 2.350, -5.274]],
  "atomic_forces_ev_per_a": [[-0.279, 0.317, 0.686], [-0.062, -0.738, -0.426], [-0.366, -0.272, 0.400], [0.671, -0.144, -0.964], [-0.296, 1.404, -0.491], [-0.053, -0.461, 0.235], [-0.280, -0.001, -0.146], [-0.840, -0.018, 0.381], [0.539, 0.745, -0.204], [0.232, -0.245, 0.771], [0.818, 1.004, -0.057], [-0.868, -0.976, -0.330], [-0.837, 0.416, -0.691], [-0.359, -0.923, 0.610], [1.517, -0.413, -0.813], [-0.366, 0.017, 0.599], [1.090, 0.106, -0.778], [0.524, 0.911, 1.337], [2.979, 0.549, -0.865], [-3.277, 1.153, -1.016], [-5.413, 2.444, -2.580], [0.577, -1.131, 1.583], [0.457, -1.359, 1.380], [-0.436, 1.391, 4.317], [-0.727, 3.036, 0.393], [-0.232, 2.788, -3.277], [0.063, -0.837, -3.361], [0.912, -3.614, -0.202], [-0.725, -0.864, -0.481], [0.518, -1.907, 1.789], [-0.463, 1.755, -0.825], [0.420, 1.206, 1.028], [-1.588, -2.460, 0.030], [4.058, -1.516, 1.902], [-0.372, -0.323, -0.883], [-0.911, 0.571, -1.494], [-0.598, 0.088, 1.653], [1.552, 0.882, 0.108], [1.059, 0.164, -1.254], [-1.413, -0.486, -0.742], [-0.377, 0.785, 1.559], [-0.564, -1.689, 0.114], [0.137, -1.766, 0.586], [0.584, 0.355, -1.456], [-0.955, 1.249, 0.217], [-0.174, -0.767, 1.544], [0.910, -1.429, 0.160], [0.641, 1.170, 1.201], [-0.332, -0.954, -1.491], [1.801, -0.146, 0.042], [0.231, 0.298, -1.505], [-1.573, 0.126, 0.494], [-0.343, 1.502, -0.816], [1.692, -0.832, -0.176], [0.900, -0.959, 0.752], [-1.546, -0.818, 0.143], [1.033, -0.252, 1.171], [0.255, 1.132, -1.164], [-0.220, -0.957, 1.169], [-0.477, 0.472, -1.502], [0.689, 1.141, -0.860], [0.975, -0.023, 1.518], [-0.374, 1.796, -0.280], [0.107, 0.015, 1.805], [-1.356, 1.199, -0.217], [0.250, -0.523, -1.449], [0.365, 0.486, 1.527], [-1.729, -0.277, -0.205], [1.035, -0.131, -1.298], [-1.326, -1.047, -0.723], [0.995, 0.741, 0.925], [1.187, -1.197, -0.782], [-0.999, -1.684, -0.535], [-0.756, 0.797, 1.171], [-0.168, 0.751, 1.886], [-0.232, 1.853, 0.116], [-0.134, 1.225, -1.318], [0.336, -1.011, -1.530], [-0.415, -1.078, 1.442], [1.674, -0.034, 0.030], [-0.352, -0.690, -1.423], [-0.516, -0.866, 0.198], [0.007, -0.076, 0.840], [0.592, 0.483, -0.933], [0.876, -1.151, -0.864], [0.819, 1.366, 0.844], [-0.395, -0.847, 1.748]],
  "mulliken_charge": [-0.411, -0.557, -0.429, -0.615, 0.128, -0.589, -0.700, -0.185, -0.764, 0.148, -1.033, 0.240, -0.883, -0.663, -0.580, -0.621, 0.053, -0.643, -0.167, -0.155, 0.539, -0.702, 0.578, -0.632, -0.470, -0.509, -0.569, 0.637, -0.958, 0.035, 0.222, -0.626, -0.519, 0.271, -0.829, 0.390, -0.038, -0.054, 0.306, 0.305, 0.195, 0.353, 0.304, 0.203, -0.328, 0.296, 0.366, 0.185, 0.291, 0.399, 0.364, -0.165, 0.339, 0.290, 0.449, -0.287, 0.380, 0.327, -0.023, 0.228, 0.333, 0.207, 0.305, 0.323, 0.393, 0.328, 0.314, 0.108, 0.070, 0.065, 0.437, 0.329, 0.312, 0.397, 0.294, 0.327, 0.367, 0.327, 0.194, 0.112, 0.437, 0.289, 0.324, 0.336, 0.294, 0.325, 0.336],
  "homo_ev": -11.22,
  "smiles": "CCCCCCCCCCCCCCCCCCc1nn(Cc2ccccc2C)c(=P(=[NH2+])O)n1C",
  "multiplicity": 1,
  "orbital_gap_ev": 7.387,
  "total_charge": 1,
  "e_tot_ha": -1771.243296,
  "e_lumo_ev": -3.83
}